A structure of composition C3H2O2Tl, computed with ωB97M-V with the def2-TZVPD basis set.

Relative energy (zero: lowest compared OMol25 entry of this formula, charge and spin) ... 54.0 kJ/mol
LUMO (spin up / spin down) ... -11.639 / -13.748 eV

Structure (ORCA input):
```
! wB97M-V def2-TZVPD RIJCOSX def2/J DEFGRID3
* xyz 2 2
O 0.406 -1.007 0.481
O -0.267 1.110 0.282
C 0.114 -0.750 -0.831
C -0.305 0.511 -0.947
C 0.202 0.169 1.196
H -0.575 1.117 -1.805
Tl 0.404 0.438 3.141
H 0.020 -1.588 -1.518
*
```


An isolated molecule of C3H2O3, computed with ωB97M-V with the def2-TZVPD basis set.

Relative energy (zero: lowest compared OMol25 entry of this formula, charge and spin) ... 262.5 kJ/mol
LUMO ... -0.659 eV
SMILES ... O=CC(=O)C=O

Structure (ORCA input):
```
! wB97M-V def2-TZVPD RIJCOSX def2/J DEFGRID3
* xyz 0 1
O 1.121 -0.123 -1.105
C -0.022 -0.509 -1.202
C -0.794 0.093 0.156
O -1.902 0.271 0.561
C 0.456 0.435 0.907
O 0.789 -0.581 1.467
H -0.227 -1.001 -2.178
H 0.760 1.426 1.257
*
```


A structure of composition C3H2O3Pb, computed with ωB97M-V with the def2-TZVPD basis set.

Relative energy (zero: lowest compared OMol25 entry of this formula, charge and spin) ... 35.9 kJ/mol
LUMO (spin up / spin down) ... -5.123 / -6.361 eV

Structure (ORCA input):
```
! wB97M-V def2-TZVPD RIJCOSX def2/J DEFGRID3
* xyz 1 2
H 0.000 -0.863 1.353
O 1.766 -0.607 0.207
C 0.432 -0.823 0.292
C -0.335 0.451 -0.095
C -1.722 0.410 -0.272
O 0.308 1.494 -0.457
O -2.866 0.491 -0.194
Pb 2.353 1.124 -0.521
H 0.064 -1.676 -0.311
*
```


A structure of composition C3H2O3Rb, computed with ωB97M-V with the def2-TZVPD basis set.

Relative energy (zero: lowest compared OMol25 entry of this formula, charge and spin) ... 926.6 kJ/mol
LUMO (spin up / spin down) ... -5.361 / -5.366 eV

Structure (ORCA input):
```
! wB97M-V def2-TZVPD RIJCOSX def2/J DEFGRID3
* xyz 1 1
O -0.038 2.029 -1.545
C -1.097 2.639 -1.747
H -1.068 3.393 -2.535
H -1.952 2.468 -1.083
O -0.044 1.049 -0.579
Rb 2.776 -0.263 0.356
O 1.130 -2.992 1.691
C 0.505 -3.715 2.358
C -0.214 -4.610 3.085
*
```


A cluster of 2 separate species, C3H2O3S in total, computed with ωB97M-V with the def2-TZVPD basis set.

Relative energy (zero: lowest compared OMol25 entry of this formula, charge and spin) ... 539.8 kJ/mol
LUMO (spin up / spin down) ... -0.639 / -4.706 eV

Structure (ORCA input):
```
! wB97M-V def2-TZVPD RIJCOSX def2/J DEFGRID3
* xyz 0 3
C -0.114 -0.324 0.085
C 1.042 1.650 0.585
C -0.034 -0.105 -1.202
O 1.895 1.564 -0.123
O -2.208 -1.137 1.552
O 0.412 -1.186 0.984
S -1.030 -0.347 1.527
H -0.702 0.497 -1.635
H 0.738 -0.613 -1.771
*
```


An isolated molecule of C3H2O5, computed with ωB97M-V with the def2-TZVPD basis set.

Relative energy (zero: lowest compared OMol25 entry of this formula, charge and spin) ... 197.8 kJ/mol
LUMO ... -0.872 eV
SMILES ... O=C(O)C(=O)C(=O)O

Structure (ORCA input):
```
! wB97M-V def2-TZVPD RIJCOSX def2/J DEFGRID3
* xyz 0 1
O -0.384 1.380 0.311
C 0.774 0.974 0.061
O 1.527 1.563 -0.855
C 0.867 -0.533 0.196
O 1.683 -1.167 0.809
C -0.824 -0.767 -0.137
O -1.163 -1.246 -1.190
O -1.474 -0.965 1.023
H 1.122 2.429 -1.067
H -2.128 -1.669 0.849
*
```


An isolated molecule of C3H2OS, computed with ωB97M-V with the def2-TZVPD basis set.

Relative energy (zero: lowest compared OMol25 entry of this formula, charge and spin) ... 29.8 kJ/mol
LUMO ... -0.523 eV
SMILES ... O=CC=C=S

Structure (ORCA input):
```
! wB97M-V def2-TZVPD RIJCOSX def2/J DEFGRID3
* xyz 0 1
O -0.479 -2.238 -0.026
C -0.116 -1.083 0.009
C -0.981 0.037 -0.023
C -2.311 0.026 0.088
S -3.809 0.095 -0.004
H 0.880 -0.820 0.007
H -0.635 0.995 0.055
*
```


An isolated molecule of C3H2OS, computed with ωB97M-V with the def2-TZVPD basis set.

Relative energy (zero: lowest compared OMol25 entry of this formula, charge and spin) ... 284.2 kJ/mol
LUMO ... -0.453 eV
SMILES ... C#CC(=O)S

Structure (ORCA input):
```
! wB97M-V def2-TZVPD RIJCOSX def2/J DEFGRID3
* xyz 0 1
C 0.419 -0.123 2.045
C -0.088 -0.551 0.888
C -0.418 -0.389 -0.683
O -1.063 -1.144 -1.246
S 0.676 0.945 -1.448
H 0.920 -0.304 2.966
H -0.446 1.564 -2.522
*
```


An isolated molecule of C3H2OS, computed with ωB97M-V with the def2-TZVPD basis set.

Relative energy (zero: lowest compared OMol25 entry of this formula, charge and spin) ... 290.2 kJ/mol
LUMO ... 0.070 eV

Structure (ORCA input):
```
! wB97M-V def2-TZVPD RIJCOSX def2/J DEFGRID3
* xyz 0 1
C 0.069 1.069 -0.679
C 0.068 1.008 0.660
C 0.060 -0.303 -0.027
O 0.059 -2.909 0.421
S 0.102 -1.878 -0.620
H -0.301 1.534 -1.490
H -0.056 1.480 1.734
*
```


An isolated molecule of C3H2OS2, computed with ωB97M-V with the def2-TZVPD basis set.

Relative energy (zero: lowest compared OMol25 entry of this formula, charge and spin) ... 94.9 kJ/mol
LUMO ... 0.057 eV
SMILES ... O=c1ccss1

Structure (ORCA input):
```
! wB97M-V def2-TZVPD RIJCOSX def2/J DEFGRID3
* xyz 0 1
O 2.215 -0.814 -0.333
C 0.991 -0.680 -0.076
C 0.396 0.658 0.123
C -0.943 0.633 -0.103
S -1.779 -0.951 -0.195
S -0.063 -1.986 0.104
H 0.919 1.722 0.572
H -1.735 1.419 -0.092
*
```


A structure of composition C3H2OS3, computed with ωB97M-V with the def2-TZVPD basis set.

Relative energy (zero: lowest compared OMol25 entry of this formula, charge and spin) ... 331.9 kJ/mol
LUMO ... -1.378 eV

Structure (ORCA input):
```
! wB97M-V def2-TZVPD RIJCOSX def2/J DEFGRID3
* xyz 0 1
C 0.981 -0.013 0.432
C 0.809 0.827 -0.562
C -0.066 -0.891 1.007
O -1.644 0.383 -2.245
S 0.039 -2.060 2.120
S -1.791 -0.480 0.595
S -1.571 0.992 -0.919
H 1.916 -0.134 0.807
H 1.328 1.376 -1.236
*
```


A cluster of 12 separate species, C3H30O12 in total, computed with ωB97M-V with the def2-TZVPD basis set.

Relative energy (zero: lowest compared OMol25 entry of this formula, charge and spin) ... 91.8 kJ/mol
LUMO (spin up / spin down) ... -3.714 / -10.451 eV

Structure (ORCA input):
```
! wB97M-V def2-TZVPD RIJCOSX def2/J DEFGRID3
* xyz 1 2
O 0.173 4.402 0.150
H -0.576 3.907 -0.182
H 0.876 3.756 0.221
O -0.303 0.633 0.024
H -1.110 0.966 -0.369
H 0.324 0.609 -0.699
O 1.423 1.100 -2.093
H 1.623 1.985 -1.786
H 2.216 0.597 -1.909
O -3.712 0.219 0.339
H -4.281 -0.532 0.506
H -3.766 0.743 1.138
O -0.998 2.639 2.562
H -0.314 2.075 2.201
H -0.544 3.448 2.796
O -1.896 2.649 -0.951
H -2.454 2.109 -1.509
H -2.476 2.953 -0.253
O -0.705 0.614 -4.077
H -1.509 0.503 -3.568
H -0.002 0.567 -3.429
O 0.899 0.653 2.339
H 0.597 0.734 1.434
H 1.811 0.370 2.263
O -3.056 0.741 -2.478
H -3.523 0.787 -1.644
H -3.732 0.885 -3.140
O -1.440 -1.415 1.741
H -0.782 -2.106 1.662
H -1.016 -0.638 1.378
O 2.289 2.625 0.170
H 2.554 3.381 0.694
H 2.669 1.873 0.624
C 1.465 -2.434 -0.060
C 1.370 -3.879 0.562
C 2.745 -4.586 0.630
O 0.700 -3.776 1.808
H 0.488 -1.949 -0.038
H 1.881 -2.434 -1.067
H 2.157 -1.783 0.474
H 0.737 -4.418 -0.144
H 3.199 -4.533 -0.360
H 2.733 -5.623 0.966
H 3.360 -4.121 1.400
H -0.094 -4.299 1.673
*
```


A cluster of 14 separate species, C3H32NO15 in total, computed with ωB97M-V with the def2-TZVPD basis set.

Relative energy (zero: lowest compared OMol25 entry of this formula, charge and spin) ... 168.3 kJ/mol
LUMO ... 2.634 eV

Structure (ORCA input):
```
! wB97M-V def2-TZVPD RIJCOSX def2/J DEFGRID3
* xyz -1 1
O 0.962 0.113 4.062
C 1.021 0.366 2.883
C 0.591 -0.531 1.664
N -0.022 0.190 0.511
C 0.928 1.058 -0.166
O 1.974 0.306 -0.669
H 1.537 1.256 2.438
H -0.138 -1.245 2.036
H 1.437 -1.121 1.284
H -0.268 -0.546 -0.146
H 1.368 1.712 0.590
H 0.320 1.612 -0.987
H -0.901 0.089 -4.428
H 0.153 0.012 -3.270
O -0.670 0.608 -3.648
H 3.011 -0.419 0.551
H 4.532 -0.124 0.378
O 3.897 -0.536 0.977
H 3.039 3.281 0.195
H 3.603 1.899 -0.080
O 3.862 2.785 0.187
H -1.275 -0.442 -2.304
H -1.279 -2.007 -1.923
O -1.470 -1.115 -1.624
H -1.142 -3.749 1.486
H -0.672 -3.249 0.165
O -1.496 -3.517 0.621
H 0.770 -1.701 3.888
H 1.730 -2.612 3.113
O 0.947 -2.642 3.687
H 0.868 -2.382 -1.961
H 1.212 -3.844 -1.769
O 0.584 -3.185 -1.466
H -2.948 2.337 -2.423
H -3.019 2.145 -0.950
O -3.095 2.860 -1.628
H -2.955 1.522 1.458
H -1.854 1.191 0.477
O -2.370 1.956 0.812
H 0.206 3.499 0.649
H 0.124 4.420 -0.492
O 0.782 3.948 0.025
H -3.286 -0.875 -2.354
H -4.037 0.332 -1.786
O -4.068 -0.318 -2.496
H 1.810 -0.735 -3.545
H 1.929 0.081 -1.676
O 1.188 -0.874 -2.825
H -1.887 -0.736 1.061
H -3.108 -1.691 0.808
O -2.775 -0.981 1.368
*
```


A cluster of 13 separate species, C3H33NO13 in total, computed with ωB97M-V with the def2-TZVPD basis set.

Relative energy (zero: lowest compared OMol25 entry of this formula, charge and spin) ... 310.9 kJ/mol
LUMO ... -0.029 eV

Structure (ORCA input):
```
! wB97M-V def2-TZVPD RIJCOSX def2/J DEFGRID3
* xyz 0 1
C -0.859 1.472 -2.428
N -0.019 0.309 -2.047
C -0.156 -0.190 -0.680
C 1.123 -0.690 -0.103
O 0.686 -1.698 0.884
H -1.924 1.186 -2.486
H -0.716 1.625 -3.508
H -0.494 2.353 -1.876
H 0.943 0.457 -2.343
H -0.826 0.452 -0.128
H -0.901 -0.984 -0.793
H 1.884 -1.140 -0.724
H 1.586 0.209 0.397
H 1.436 -1.770 1.516
H -0.818 -3.053 -0.959
H -0.745 -2.967 0.544
O -1.276 -3.384 -0.171
H -2.813 -2.521 0.327
H -3.571 -3.267 1.441
O -3.664 -2.543 0.818
H -0.413 -0.816 1.763
H -1.919 -0.282 1.875
O -1.048 -0.269 2.273
H -1.564 -1.873 -3.312
H -0.253 -1.387 -2.768
O -0.682 -2.216 -3.126
H -3.823 -0.386 1.326
H -5.081 -0.490 0.623
O -4.657 0.087 1.273
H 3.136 -0.351 -2.539
H 3.299 1.100 -2.213
O 2.745 0.494 -2.791
H 2.777 2.596 -0.353
H 4.043 1.838 -0.137
O 3.215 1.755 -0.632
H -0.693 2.032 1.974
H -2.162 2.665 2.156
O -1.227 2.837 2.032
H 1.267 0.487 2.828
H 0.891 -0.499 3.997
O 1.426 -0.394 3.209
H 1.410 2.970 1.783
H 1.387 2.512 3.240
O 1.648 2.220 2.357
H 1.731 -3.633 -0.263
H 1.901 -3.660 -1.829
O 2.353 -3.752 -0.985
H 0.039 3.957 0.789
H 0.516 4.391 -0.560
O 0.858 4.208 0.327
*
```


A cluster of 13 separate species, C3H33NO15 in total, computed with ωB97M-V with the def2-TZVPD basis set.

Relative energy (zero: lowest compared OMol25 entry of this formula, charge and spin) ... 750.5 kJ/mol
LUMO ... -0.100 eV

Structure (ORCA input):
```
! wB97M-V def2-TZVPD RIJCOSX def2/J DEFGRID3
* xyz 0 1
C 2.121 0.224 2.687
N 1.162 0.018 1.510
C 0.807 1.040 0.439
C -0.007 0.331 -0.686
O 0.636 -0.967 -0.662
O -1.255 0.253 -0.604
H 2.865 -0.648 2.436
H 1.639 -0.016 3.537
H 2.379 1.209 2.653
H 1.678 -0.799 0.873
H 1.844 1.534 0.150
H 0.306 1.814 0.987
H -0.124 -1.644 -0.609
H 0.968 -3.476 -3.391
H 0.602 -3.354 -1.903
O 1.251 -3.693 -2.443
H 2.788 -3.666 -0.695
H 0.117 1.269 -2.528
O 0.720 0.971 -1.847
H 4.448 -0.707 -0.451
H 3.055 -1.453 -0.423
O 3.631 -0.796 -0.096
H -2.259 -0.381 1.967
H -2.213 -1.397 3.120
O -1.627 -0.933 2.515
H -3.848 0.446 2.130
H -2.939 0.862 0.924
O -3.167 1.066 1.833
H -1.238 -2.286 1.663
H 0.003 -3.090 2.039
O -0.716 -3.007 1.393
H 1.489 -3.437 0.071
H 0.285 -0.415 1.880
O 2.371 -3.352 0.129
H -1.693 3.063 2.514
H -1.822 1.604 2.821
O -1.326 2.408 2.904
H -1.148 2.381 -1.627
H -2.341 2.460 -2.224
O -1.511 2.981 -2.202
H -0.413 3.716 -0.234
H -1.222 4.739 -0.890
O -0.818 4.578 -0.070
H -1.961 -0.191 -2.318
H -1.050 -0.355 -3.575
O -1.998 -0.501 -3.207
H 3.422 2.488 -1.689
H 2.669 0.986 -1.972
O 3.542 1.550 -1.759
H -2.576 -1.111 -0.422
H -2.862 -2.311 0.355
O -3.046 -1.498 0.318
*
```


A cluster of 14 separate species, C3H34N2O13 in total, computed with ωB97M-V with the def2-TZVPD basis set.

Relative energy (zero: lowest compared OMol25 entry of this formula, charge and spin) ... 363.2 kJ/mol
LUMO ... -0.019 eV

Structure (ORCA input):
```
! wB97M-V def2-TZVPD RIJCOSX def2/J DEFGRID3
* xyz 0 1
C -2.403 0.829 -3.079
C -1.545 1.514 -1.957
N -1.364 0.606 -0.851
C -0.182 0.549 -0.242
N -0.034 -0.008 0.921
H -2.226 1.193 -4.101
H -3.429 1.102 -2.772
H -2.126 -0.137 -3.562
H -0.577 1.765 -2.193
H -2.094 2.278 -1.514
H -2.204 0.221 -0.489
H 0.564 0.890 -0.893
H 0.832 -0.183 1.300
H -0.394 -2.642 0.796
H -0.111 -4.035 0.348
O 0.077 -3.452 0.928
H -2.927 1.789 1.877
H -1.670 2.517 1.542
O -2.485 2.362 1.115
H 0.827 0.155 -3.173
H 1.921 0.841 -4.284
O 1.059 0.613 -4.022
H -0.525 -2.357 -1.344
H -1.795 -1.445 -1.205
O -1.450 -2.236 -1.508
H -1.685 -1.852 3.184
H -1.006 -0.704 2.313
O -1.837 -0.959 2.852
H 2.243 -0.537 2.697
H 2.864 0.927 2.599
O 2.887 0.018 2.247
H 3.389 0.617 0.744
H 4.080 0.629 -0.444
O 3.625 1.236 0.031
H -3.247 -0.714 1.817
H -2.970 -1.938 1.024
O -3.503 -1.204 1.028
H 1.011 -0.786 4.200
H -0.488 -0.315 4.022
O 0.521 -0.087 4.031
H 2.109 -1.615 -1.308
H 1.708 -0.369 -0.578
O 1.737 -0.745 -1.520
H 1.078 1.937 3.445
H 1.232 1.655 1.932
O 1.564 2.259 2.714
H 2.571 4.116 -0.655
H 1.834 3.291 -1.818
O 1.743 3.696 -0.930
H 1.459 -3.466 -2.218
H 0.430 -4.304 -1.550
O 0.908 -3.514 -1.497
*
```